(1)
Formula: C10H24ClN2O4Zn
Source: OMol25
Level of theory: wB97M-V/def2-TZVPD

Geometry as ORCA input:
```
! RIJCOSX wB97M-V def2-TZVPD def2/J DEFGRID3
* xyz 1 1
H -1.64 -4.74 1.92
H 3.35 -0.86 -1.38
H -3.94 5.24 0.07
H 0.08 -1.31 2.04
N 2.01 0.69 -0.87
C -1.50 2.93 -2.46
H -3.33 4.35 1.48
H -2.29 2.46 -3.05
H 1.21 -2.52 2.40
H -0.86 2.16 -2.05
Zn -3.34 0.67 0.53
C -0.87 -4.05 1.57
O -0.78 -3.19 2.68
H -1.15 -3.64 0.59
H 1.17 3.11 -0.27
H -0.93 3.53 -3.17
H 1.99 -1.43 -0.50
H 1.76 -0.95 -2.13
O 3.98 1.38 -0.06
C 1.27 -3.99 -0.72
O 1.49 -4.25 0.67
H 2.12 3.11 1.21
C -3.06 4.73 0.50
H 0.61 -3.13 -0.87
H 0.84 -4.86 -1.22
Cl -1.44 -0.34 -0.29
C 2.30 -0.67 -1.22
H 2.25 -3.78 -1.13
H 0.06 -5.74 0.60
H 0.67 -5.29 2.22
C 2.16 2.94 0.13
H 2.90 3.66 -0.23
N -1.93 3.88 -1.45
H -2.28 5.49 0.55
C 2.81 1.60 -0.29
C 0.20 -2.19 2.68
C -2.78 3.61 -0.44
O -3.17 2.42 -0.32
H -1.82 4.83 -1.74
C 0.38 -4.90 1.24
H 1.03 0.91 -0.92
H 0.46 -1.86 3.69
*
```

The calculation puts the energy above the lowest of the compared OMol25 structures with the same formula, charge and spin at 0.0 kcal per mole. The largest force on an atom is 2.85 eV/A. Its HOMO-LUMO gap is 4.319 eV.

(2)
Formula: C2H3Cl3N2
Source: OMol25
Level of theory: wB97M-V/def2-TZVPD

Geometry as ORCA input:
```
! RIJCOSX wB97M-V def2-TZVPD def2/J DEFGRID3
* xyz 0 1
C -0.49 0.50 -0.31
Cl 2.59 0.97 0.05
Cl -2.98 -0.32 -0.15
C -1.23 -0.47 0.37
H -1.12 -1.58 0.09
N 1.87 -0.41 0.63
N -0.21 1.39 -1.03
Cl 2.29 -1.78 -0.16
H -1.31 -0.27 1.49
H 0.59 1.97 -0.99
*
```

The calculation puts the energy above the lowest of the compared OMol25 structures with the same formula, charge and spin at 123.6 kcal per mole. The largest force on an atom is 2.99 eV/A. Its HOMO-LUMO gap (spin up / spin down) is 8.029 / 5.946 eV.

(3)
Formula: C40H31Br2Cl4N2O4PdTe
Source: OMol25
Level of theory: wB97M-V/def2-TZVPD

Geometry as ORCA input:
```
! RIJCOSX wB97M-V def2-TZVPD def2/J DEFGRID3
* xyz -2 4
H 4.17 0.56 4.81
C 3.71 -0.17 2.84
H -1.15 2.28 -2.97
Br -6.72 -5.37 4.31
C -3.85 -2.52 1.74
H 2.23 5.45 -6.17
H -2.59 1.38 -1.04
H 0.39 4.94 2.63
C 1.54 -1.25 2.57
H -2.25 -6.09 -0.34
Br -5.22 -0.20 2.85
C 1.56 2.72 -2.24
H 2.51 4.00 2.01
C -4.75 -4.82 2.29
Cl 3.73 -6.49 -3.46
H 0.43 4.78 -4.74
Cl 1.22 -6.91 -1.67
C 2.49 4.37 -4.33
H 4.44 3.64 -3.75
C 1.11 4.28 -4.07
C 3.05 -3.86 -3.64
C 3.96 2.05 -1.68
C 2.12 3.37 1.17
H -1.18 3.65 -1.90
Cl 4.52 -3.63 -4.54
H 2.36 3.90 0.24
C 0.63 -4.28 -2.14
H -3.17 2.85 1.59
C -2.24 1.04 -0.06
H -5.39 -6.88 2.54
C -2.10 2.98 1.48
H 3.80 0.98 -1.78
C 0.67 3.45 -3.03
C -4.92 -2.05 2.58
C -0.07 2.29 0.48
H -3.06 0.75 0.59
H -3.31 4.65 3.11
H 3.93 2.31 -0.61
C 3.42 0.06 4.19
O -0.36 -2.73 2.31
C -0.83 3.32 -2.89
C -5.67 -4.25 3.18
H 3.04 -1.06 0.97
C 1.57 -5.33 -2.39
C 2.94 2.82 -2.46
C 0.48 -1.89 1.73
H 1.96 -0.11 5.77
C 2.79 -0.82 2.03
H -1.76 5.41 3.76
C 0.90 -2.95 -2.78
O 0.08 -2.07 -2.74
N -3.02 -4.45 0.66
C 2.15 -2.86 -3.52
Pd -1.21 -2.91 0.28
H 0.35 -1.33 4.33
H 2.72 2.46 1.16
H -3.92 -7.67 0.69
O -3.03 -1.82 1.12
H 4.67 0.11 2.39
Te 1.01 1.12 -0.96
H -2.46 5.95 2.27
C -5.77 -2.90 3.28
C 2.17 -0.26 4.72
H -1.36 3.90 -3.63
C -2.31 5.06 2.87
C -4.73 -6.19 2.00
C -3.00 -5.73 0.38
N 0.39 -1.64 0.45
H -6.56 -2.47 3.82
C -3.86 -3.98 1.59
C 1.28 -0.96 3.91
C -1.48 4.03 2.13
O -0.39 -4.46 -1.47
H 3.84 4.72 -5.87
C 3.38 3.63 -3.53
H 3.35 6.16 -5.06
C -0.07 4.13 2.08
H -1.70 0.14 -0.32
C 0.64 3.25 1.27
C 2.74 -5.14 -3.08
C 3.02 5.21 -5.43
H 4.99 2.21 -2.04
C -3.88 -6.64 1.02
C -1.43 2.11 0.61
Cl 2.30 -1.37 -4.46
*
```

The calculation puts the energy above the lowest of the compared OMol25 structures with the same formula, charge and spin at 9.3 kcal per mole. The largest force on an atom is 2.00 eV/A. Its HOMO-LUMO gap (spin up / spin down) is 5.291 / 5.989 eV.

no.,total energy (eV)
1,-82862.1036
2,-42664.5573
3,-254101.0998